# 1
Molecular formula: C36H43ClN3O10RbSi2Te
Method: DFT, ωB97M-V with the def2-TZVPD basis set

```
97
Properties=species:S:1:pos:R:3:forces:R:3
Rb -0.639 0.466 0.841 -0.19 0.31 -0.71
O 0.875 1.317 4.560 -0.03 0.02 -0.03
C 1.160 1.886 3.366 -0.01 -0.02 0.04
O 2.005 1.478 2.617 0.00 -0.01 0.02
C 0.262 3.050 3.034 0.00 0.03 0.02
C -0.370 3.783 4.026 0.03 0.02 0.00
C -1.218 4.809 3.630 0.01 0.00 0.00
C -1.436 5.016 2.282 0.00 0.00 0.01
C -0.799 4.189 1.356 0.03 0.05 -0.01
N 0.059 3.248 1.733 -0.03 -0.01 0.02
C -1.119 4.337 -0.146 -0.03 0.03 -0.08
O -1.758 5.355 -0.453 0.04 0.04 0.00
O -0.722 3.406 -0.888 -0.06 -0.06 0.07
H 0.492 0.424 4.328 0.02 -0.01 0.00
H -0.204 3.539 5.066 0.00 0.00 0.00
H -1.721 5.420 4.371 0.00 0.00 0.00
H -2.103 5.776 1.901 0.00 0.00 0.00
O -6.020 -2.282 -2.188 0.01 -0.13 0.05
C -4.986 -2.845 -2.749 -0.03 -0.03 0.04
O -5.081 -3.727 -3.583 0.01 0.02 -0.03
C -3.639 -2.354 -2.318 0.01 0.01 -0.04
C -2.438 -2.828 -2.800 0.00 -0.02 0.03
Cl -2.110 -4.099 -3.892 0.00 0.00 0.00
N -1.439 -2.147 -2.191 0.00 0.04 -0.03
N -1.934 -1.252 -1.315 0.02 -0.02 -0.01
C -3.247 -1.357 -1.375 0.00 0.00 0.02
C -4.084 -0.468 -0.459 0.03 0.00 0.01
O -5.340 -0.562 -0.602 0.01 -0.06 0.10
O -3.481 0.248 0.339 0.04 -0.03 0.00
C -0.028 -2.296 -2.304 0.00 0.01 0.01
C 0.576 -2.362 -3.552 0.00 -0.01 0.00
C 1.952 -2.520 -3.633 0.00 0.00 0.00
C 2.717 -2.582 -2.476 0.01 0.00 0.01
C 2.104 -2.472 -1.236 0.00 -0.01 0.00
C 0.727 -2.337 -1.140 0.00 -0.02 0.02
H -5.731 -1.547 -1.457 -0.02 0.19 -0.15
H -0.024 -2.285 -4.447 0.00 0.00 0.00
H 2.427 -2.572 -4.604 0.00 0.00 0.00
H 3.793 -2.690 -2.544 0.00 0.00 0.00
H 2.693 -2.495 -0.328 -0.01 -0.01 0.00
H 0.248 -2.277 -0.168 -0.04 -0.05 0.01
C 5.475 2.889 -1.415 -0.01 0.01 -0.02
Si 4.831 1.127 -1.519 0.00 -0.07 0.09
C 6.150 0.090 -2.385 0.01 0.01 0.00
C 4.569 0.441 0.205 0.00 0.02 -0.03
C 3.239 1.056 -2.473 -0.02 0.02 -0.05
Te 1.656 2.174 -1.498 0.05 0.05 -0.09
C 0.255 1.688 -3.046 -0.01 0.01 -0.01
Si 0.256 2.878 -4.483 0.02 -0.07 0.01
C -1.072 2.319 -5.699 -0.01 0.01 0.01
C -0.067 4.641 -3.963 0.01 0.00 0.01
C 1.908 2.814 -5.393 -0.01 0.04 -0.02
H 6.389 2.938 -0.818 0.00 0.00 0.00
H 4.731 3.547 -0.962 0.00 0.00 0.02
H 5.698 3.279 -2.412 -0.01 0.00 0.00
H 7.091 0.100 -1.828 0.00 0.00 0.00
H 6.348 0.470 -3.390 0.00 0.00 0.00
H 5.826 -0.950 -2.479 0.00 0.00 0.00
H 5.472 0.527 0.815 0.01 -0.01 0.00
H 4.298 -0.618 0.156 0.00 0.01 0.00
H 3.758 0.953 0.728 0.03 0.00 0.01
H 2.912 0.018 -2.552 -0.02 0.00 0.00
H 3.366 1.448 -3.486 0.04 -0.01 0.04
H -0.718 1.709 -2.553 0.02 0.00 0.02
H 0.472 0.660 -3.347 0.01 0.00 -0.02
H -2.052 2.307 -5.217 0.00 0.00 0.00
H -0.870 1.310 -6.068 0.00 0.00 0.01
H -1.130 2.989 -6.562 0.00 0.00 -0.01
H -0.808 4.682 -3.162 -0.03 0.00 0.03
H -0.418 5.235 -4.813 0.01 0.00 0.01
H 0.845 5.101 -3.576 -0.01 -0.01 0.02
H 2.149 1.806 -5.741 -0.01 0.00 0.02
H 2.716 3.157 -4.743 -0.01 0.01 -0.01
H 1.877 3.474 -6.265 0.01 0.00 -0.01
C -3.609 -4.830 6.955 0.00 0.00 0.00
C -2.847 -4.041 5.922 0.00 0.00 0.00
C -1.521 -4.331 5.634 0.00 0.00 0.00
C -0.807 -3.599 4.689 0.00 0.00 -0.01
C 0.623 -3.950 4.372 0.00 0.00 0.00
C -1.434 -2.541 4.035 0.01 -0.03 -0.01
C -2.767 -2.225 4.310 -0.01 0.00 0.01
C -3.451 -1.091 3.597 -0.01 0.01 -0.01
C -3.455 -2.990 5.245 0.01 0.01 0.01
C -0.669 -1.738 3.000 0.05 -0.07 0.11
O -0.366 -2.300 1.935 0.00 0.01 -0.01
O -0.413 -0.533 3.297 0.07 -0.22 0.52
H -3.105 -5.771 7.181 0.00 0.00 0.00
H -4.619 -5.060 6.611 0.00 0.00 0.00
H -3.703 -4.271 7.890 0.00 0.00 0.00
H -1.030 -5.153 6.147 0.00 0.00 0.00
H 0.978 -4.754 5.019 0.00 0.00 0.00
H 1.278 -3.086 4.502 0.00 0.00 0.00
H 0.717 -4.259 3.330 0.00 0.00 0.00
H -3.433 -1.220 2.513 0.01 0.01 0.00
H -2.945 -0.147 3.801 0.00 0.00 0.02
H -4.492 -1.005 3.906 0.00 -0.01 -0.01
H -4.496 -2.756 5.448 0.00 0.00 0.00
```
Forces are in eV/Å.

**Energy above the lowest of the compared OMol25 structures with the same formula, charge and spin**: 55.2 kJ/mol
**LUMO**: 0.135 hartree
**Orbital gap**: 0.2435 Ha
**Multiplicity**: 1
**Energy**: -99211.10726 eV
**M**: 982.4 g mol⁻¹
**Total charge**: -2
**HOMO**: -2.952 eV

=====

# 2
Molecular formula: C5H6OS2
Method: DFT, ωB97M-V with the def2-TZVPD basis set

```
14
Properties=species:S:1:pos:R:3:forces:R:3
C 1.538 -0.440 0.485 -3.56 -0.86 -1.43
C 1.980 -0.126 1.721 3.33 0.60 1.74
C 0.140 -0.291 0.319 4.05 -3.08 -4.82
C -0.392 0.310 1.371 -6.56 3.04 5.66
C -0.669 -0.702 -0.895 0.25 -0.08 0.50
O -2.423 0.714 3.295 0.06 -4.98 -0.25
S 0.786 0.546 2.707 -1.17 0.67 0.83
S -2.279 0.639 1.641 4.72 -0.23 -1.73
H 2.108 -1.004 -0.172 1.11 -0.63 -1.44
H 3.078 -0.180 2.004 -1.70 0.25 -0.15
H -1.653 -0.365 -0.602 -0.74 -0.38 -0.46
H -0.387 -0.072 -1.740 0.18 -0.35 -0.20
H -0.672 -1.802 -1.160 0.10 1.36 0.44
H -2.428 1.571 3.544 -0.05 4.67 1.32
```
Forces are in eV/Å.

**Energy above the lowest of the compared OMol25 structures with the same formula, charge and spin**: 34.9 kJ/mol
**LUMO (spin up / spin down)**: 0.012 / -0.099 hartree
**Expectation value of S²**: 2.013
**Orbital gap (spin up / spin down)**: 0.1699 / 0.2381 Ha
**Multiplicity**: 3
**Energy**: -28994.48817 eV
**M**: 146.2 g mol⁻¹
**HOMO (spin up / spin down)**: -4.290 / -9.182 eV